Molecular formula: C33H44KN4S4
Method: DFT, ωB97M-V/def2-TZVPD

The geometry in XYZ format:
```
86
Properties=species:S:1:pos:R:3:forces:R:3
K -0.267 0.804 0.280 0.0 -0.6 -0.4
C -1.265 -3.923 1.710 0.0 0.3 -0.4
C 0.193 -4.123 2.066 0.4 0.2 0.2
S 0.969 -2.532 2.522 0.1 -0.2 0.1
C 2.692 -3.094 2.754 -0.6 0.1 -0.2
C 3.419 -3.433 1.466 0.3 0.2 -0.3
S 3.503 -2.020 0.298 0.0 -0.4 0.0
C 3.563 -2.892 -1.312 0.2 0.2 0.4
C 2.612 -2.302 -2.341 -0.6 0.0 0.3
S 0.903 -2.092 -1.740 0.0 -0.2 -0.2
C 0.375 -3.835 -1.575 0.4 0.4 0.0
C -1.080 -3.911 -1.143 0.0 0.3 0.4
S -1.538 -2.838 0.268 -0.1 -0.4 -0.1
H -1.797 -3.430 2.524 -0.1 0.0 0.0
H -1.744 -4.883 1.509 0.0 0.0 0.1
H 0.729 -4.542 1.217 0.0 -0.1 0.0
H 0.289 -4.799 2.919 0.0 0.0 -0.1
H 2.685 -3.967 3.412 0.1 0.1 0.0
H 3.182 -2.272 3.273 0.1 0.0 0.1
H 2.918 -4.247 0.947 0.0 -0.1 0.0
H 4.442 -3.737 1.695 -0.1 -0.2 0.0
H 3.313 -3.934 -1.113 0.1 0.0 -0.1
H 4.588 -2.840 -1.680 -0.1 -0.1 -0.1
H 2.594 -2.937 -3.229 0.1 0.1 0.0
H 2.918 -1.295 -2.624 0.0 0.0 -0.1
H 1.029 -4.328 -0.854 0.0 0.0 0.0
H 0.495 -4.310 -2.550 0.0 -0.1 0.1
H -1.348 -4.938 -0.891 -0.1 0.0 -0.1
H -1.723 -3.557 -1.948 0.0 -0.1 -0.1
C -1.035 0.924 -5.074 -0.1 0.2 0.1
C -1.808 2.064 -5.229 0.1 -0.1 0.0
C -2.187 2.769 -4.100 0.0 0.0 0.2
C -1.776 2.318 -2.844 0.0 -0.1 -0.7
N -1.025 1.227 -2.702 0.0 0.1 0.6
C -0.675 0.556 -3.786 0.2 -0.2 -0.4
C -2.184 3.033 -1.618 -0.1 0.6 0.1
C -2.351 4.419 -1.628 0.0 -0.2 0.0
C -2.769 5.052 -0.471 0.0 -0.1 0.1
C -3.004 4.288 0.662 0.0 0.1 -0.1
C -2.794 2.921 0.578 -0.2 0.3 0.3
N -2.397 2.307 -0.523 0.0 -0.3 -0.2
H -0.723 0.339 -5.926 0.0 -0.1 0.0
H -2.114 2.392 -6.212 0.0 0.0 0.0
H -2.816 3.641 -4.191 0.0 0.0 0.0
H -0.068 -0.323 -3.613 0.0 -0.1 0.0
H -2.148 4.992 -2.520 0.0 0.0 -0.1
H -2.909 6.124 -0.455 0.0 0.0 0.0
H -3.339 4.742 1.582 0.0 0.0 0.1
H -2.958 2.284 1.435 0.0 0.0 0.2
C -4.942 -2.204 4.567 0.0 -0.1 0.0
C -3.947 -1.471 3.731 0.2 0.1 -0.1
C -4.180 -1.164 2.396 0.1 0.0 0.2
C -3.212 -0.480 1.680 -0.3 0.0 -0.1
N -2.054 -0.094 2.194 0.1 0.2 -0.2
C -1.826 -0.388 3.466 0.1 -0.1 0.4
C -2.724 -1.070 4.267 -0.1 0.0 -0.2
H -5.898 -2.289 4.061 -0.1 0.0 0.0
H -5.091 -1.697 5.518 0.0 0.0 0.1
H -4.576 -3.207 4.787 0.0 -0.1 0.0
H -5.102 -1.452 1.917 -0.1 0.0 -0.1
H -3.380 -0.216 0.645 -0.1 0.0 -0.2
H -0.879 -0.052 3.867 0.1 0.0 0.1
H -2.484 -1.282 5.297 0.1 0.0 0.1
C 5.392 0.309 2.450 0.5 -0.5 0.2
N 4.370 1.325 2.168 0.2 0.2 0.3
C 4.236 1.582 0.727 -0.3 0.5 -0.9
C 3.025 0.988 2.757 -0.6 0.1 0.3
C 2.168 2.227 2.719 0.0 -0.2 -0.2
C 2.253 3.102 3.803 0.0 -0.2 0.0
C 1.562 4.296 3.767 0.0 0.2 0.1
C 0.816 4.597 2.638 -0.1 0.2 0.0
C 0.761 3.710 1.574 0.2 -0.2 -0.2
C 1.437 2.474 1.541 0.0 0.2 0.4
H 6.347 0.592 2.009 -0.1 0.1 -0.1
H 5.072 -0.640 2.022 0.0 0.1 -0.1
H 5.524 0.190 3.524 -0.1 0.1 0.0
H 4.638 2.208 2.617 -0.1 -0.1 -0.1
H 4.132 0.636 0.205 0.1 -0.1 0.1
H 5.096 2.127 0.348 0.2 0.0 0.1
H 3.310 2.161 0.581 0.3 -0.2 0.0
H 3.191 0.636 3.776 0.2 0.0 0.0
H 2.596 0.187 2.152 0.1 0.0 -0.1
H 2.841 2.847 4.679 0.0 0.0 0.1
H 1.608 4.985 4.597 0.0 0.0 0.1
H 0.280 5.539 2.596 0.0 0.0 0.0
H 0.194 4.012 0.697 -0.2 0.1 0.0
```
Forces are in eV/Å.

Calculated values
- LUMO energy: -1.69 eV
- DFT total energy: -3695.3688 Ha
- Molecular weight: 664.1 g mol⁻¹
- Relative energy (zero: lowest compared OMol25 entry of this formula, charge and spin): 0.376 eV
- Charge: +1
- HOMO-LUMO gap: 7.32 eV

---

Molecular formula: C33H44N4P2Re
Method: DFT, ωB97M-V/def2-TZVPD

The geometry in XYZ format:
```
84
Properties=species:S:1:pos:R:3:forces:R:3
Re -0.214 0.957 -0.284 -4.2 -0.6 1.5
C -2.508 -2.482 2.756 0.6 0.6 1.2
C -1.630 -1.513 3.055 -0.2 -0.4 -1.1
C -0.320 -1.298 2.319 0.1 -0.1 -0.1
C -0.126 -1.778 0.871 0.0 -0.4 -0.2
C -0.888 -1.113 -0.260 0.5 -1.3 -1.1
C -2.375 -1.684 -0.289 1.5 1.6 -0.7
C -2.654 -3.132 0.214 0.3 0.3 0.6
C -2.346 -3.527 1.705 -0.2 -0.7 -0.4
C -1.779 1.775 -1.351 0.2 0.6 -1.1
H -3.358 -2.636 3.428 0.4 0.3 -0.3
H -1.814 -0.765 3.820 -0.2 -0.4 0.2
H 0.462 -1.856 2.839 -0.1 0.1 0.5
H -0.028 -0.237 2.391 -0.3 -0.3 0.3
H 0.933 -1.817 0.631 0.3 0.3 0.1
H -0.411 -2.829 0.811 0.3 0.2 0.1
H -0.483 -1.474 -1.223 0.2 -0.1 0.5
H -2.647 -1.680 -1.355 0.0 -0.1 0.2
H -2.081 -3.818 -0.428 -0.4 0.1 0.0
H -3.737 -3.291 0.069 0.5 0.0 -0.3
H -3.070 -4.326 1.954 0.5 0.2 -0.2
H -1.335 -3.971 1.794 -0.7 0.0 -0.1
H -2.620 1.069 -1.435 0.3 0.1 0.0
H -1.503 2.172 -2.350 -0.8 -0.1 0.5
H -2.130 2.611 -0.709 0.1 -0.2 -0.1
P 0.981 0.863 -2.075 3.3 -1.6 -1.2
P 1.765 1.068 1.245 5.3 -1.9 0.4
N 1.249 -0.377 -3.336 -1.2 0.5 0.7
N 1.501 2.178 -3.277 -0.9 0.9 0.4
N 3.295 -0.250 1.363 -1.4 0.8 0.4
N 2.890 2.066 2.582 -0.7 0.8 -0.5
C 2.596 0.835 -1.254 0.3 0.0 -1.1
C 2.563 1.906 -0.161 -0.1 0.2 0.2
C 0.268 -0.700 -4.285 1.2 -0.7 -0.5
C 0.877 -1.482 -5.278 -0.2 0.9 1.0
C 2.266 -1.618 -4.939 -0.8 1.0 1.2
C 2.466 -0.922 -3.744 -0.2 -0.4 -0.9
C 0.782 3.294 -3.655 0.8 -1.8 0.6
C 1.581 4.087 -4.483 2.5 -0.1 -0.9
C 2.846 3.442 -4.589 -1.8 1.8 -0.4
C 2.763 2.276 -3.845 -1.1 -0.5 0.5
C 3.212 -1.519 1.909 0.4 -0.6 -0.1
C 4.373 -2.240 1.611 -0.8 1.2 -0.1
C 5.221 -1.360 0.880 -0.8 0.8 0.1
C 4.554 -0.139 0.778 0.3 -0.3 -0.2
C 3.933 1.680 3.421 -1.2 -0.5 -0.9
C 4.638 2.809 3.866 -0.5 2.2 -0.7
C 4.012 3.934 3.269 1.6 -1.2 1.2
C 2.971 3.442 2.473 -0.2 -1.8 0.4
H 3.435 0.990 -1.924 0.4 -0.1 0.2
H 2.649 -0.188 -0.858 0.3 0.3 0.0
H 3.557 2.258 0.089 0.1 0.2 0.0
H 1.902 2.770 -0.374 0.5 -0.1 -0.4
H -0.752 -0.349 -4.151 0.2 -0.2 -0.1
H 0.381 -1.889 -6.150 0.1 0.0 0.2
H 3.022 -2.156 -5.479 0.0 -0.1 0.0
H 3.368 -0.802 -3.155 -0.2 -0.2 -0.1
H -0.226 3.424 -3.308 -0.2 0.2 0.0
H 1.290 5.015 -4.940 0.0 0.1 0.0
H 3.723 3.766 -5.124 -0.1 0.1 -0.1
H 3.517 1.525 -3.696 0.0 -0.1 -0.1
H 2.373 -1.822 2.534 0.3 0.1 -0.4
H 4.566 -3.267 1.862 0.0 0.0 0.1
H 6.193 -1.571 0.450 -0.1 0.0 0.2
H 4.901 0.784 0.317 -0.1 -0.4 0.1
H 4.124 0.645 3.679 -0.2 0.0 -0.2
H 5.505 2.796 4.519 -0.3 0.0 -0.1
H 4.285 4.970 3.378 0.0 0.0 0.0
H 2.301 3.979 1.836 -0.3 0.3 -0.2
C -5.341 -0.897 2.903 0.1 -0.5 0.2
C -5.519 -0.443 1.470 -0.3 0.8 0.0
C -6.264 -1.489 0.619 0.4 -0.2 -0.4
C -6.233 0.888 1.472 -0.4 0.3 0.0
C -4.185 -0.228 0.886 2.3 -2.0 -1.5
C -3.179 -0.675 0.340 -3.7 0.9 1.8
H -6.307 -0.976 3.403 0.0 0.1 0.0
H -4.699 -0.185 3.425 -0.1 -0.1 0.2
H -4.846 -1.872 2.921 -0.4 0.3 0.1
H -7.241 -1.738 1.054 0.2 0.2 -0.1
H -6.390 -1.113 -0.409 -0.2 -0.1 0.4
H -5.680 -2.425 0.524 -0.3 0.4 0.2
H -5.627 1.592 2.045 -0.2 0.1 0.0
H -6.329 1.266 0.449 -0.2 0.0 0.2
H -7.214 0.789 1.945 0.0 0.2 -0.2
```
Forces are in eV/Å.

Calculated values
- LUMO energy (alpha / beta): -6.96 / -9.14 eV
- DFT total energy: -2262.8522 Ha
- Molecular weight: 744.9 g mol⁻¹
- Spin multiplicity: 4
- Relative energy (zero: lowest compared OMol25 entry of this formula, charge and spin): 1.355 eV
- Charge: +2
- HOMO-LUMO gap (alpha / beta): 5.69 / 3.51 eV